Here is a cluster of 2 separate species, C34H37BClNO3S in total in a non-equilibrium geometry from the OMol25 dataset. Energies are from ωB97M-V/def2-TZVPD.

Geometry as XYZ:
```
78
Properties=species:S:1:pos:R:3:lowdin_charge:R:1
C 6.07 0.61 0.22 -0.07
O 5.09 1.09 1.17 -0.12
C 3.78 0.78 0.95 -0.28
C 3.25 0.54 -0.34 -0.02
C 1.90 0.28 -0.47 -0.08
C 1.12 0.03 0.66 -0.19
C -0.01 -0.96 0.65 -0.05
B -1.64 -1.00 0.34 -0.63
O -2.59 -1.09 1.33 0.13
C -3.80 -0.55 0.72 -0.43
C -4.95 -1.37 1.27 -0.01
C -3.92 0.90 1.19 -0.01
C -3.51 -0.67 -0.85 -0.44
C -3.99 -2.00 -1.44 0.00
C -3.97 0.48 -1.72 -0.01
O -2.06 -0.68 -0.92 0.16
C 0.26 -2.20 -0.16 -0.11
C 1.23 -2.46 -1.13 0.01
N 0.96 -3.65 -1.75 -0.11
C 1.71 -4.20 -2.86 -0.02
C -0.12 -4.27 -1.12 -0.16
C -0.69 -5.50 -1.41 -0.01
C -1.74 -5.92 -0.58 -0.09
C -2.16 -5.12 0.48 -0.09
C -1.60 -3.85 0.73 -0.03
C -0.57 -3.40 -0.09 -0.12
C 1.60 0.45 1.91 -0.05
C 2.92 0.80 2.07 0.00
H 7.02 0.86 0.68 0.08
H 5.96 -0.47 0.07 0.10
H 5.97 1.14 -0.74 0.07
H 3.91 0.58 -1.21 0.12
H 1.47 0.14 -1.46 0.13
H -0.13 -1.25 1.72 0.14
H -5.91 -0.99 0.91 0.10
H -4.85 -2.43 1.00 0.09
H -4.94 -1.30 2.37 0.10
H -4.84 1.35 0.82 0.10
H -3.95 0.93 2.29 0.10
H -3.06 1.51 0.87 0.07
H -5.09 -2.04 -1.47 0.09
H -3.62 -2.08 -2.47 0.10
H -3.61 -2.86 -0.87 0.08
H -5.06 0.55 -1.71 0.10
H -3.54 1.43 -1.40 0.07
H -3.65 0.29 -2.75 0.10
H 2.08 -1.87 -1.46 0.12
H 1.08 -4.92 -3.40 0.08
H 2.01 -3.40 -3.54 0.09
H 2.62 -4.72 -2.53 0.09
H -0.31 -6.09 -2.24 0.10
H -2.22 -6.88 -0.77 0.10
H -2.96 -5.47 1.14 0.10
H -1.92 -3.26 1.58 0.11
H 0.94 0.43 2.77 0.12
H 3.34 1.10 3.03 0.13
C -2.65 4.19 1.46 -0.11
C -1.40 3.62 0.92 -0.60
C -1.16 3.18 -0.37 -0.12
C 0.21 2.95 -0.63 -0.11
C 1.03 3.23 0.46 -0.47
C 2.42 3.63 0.41 -0.25
C 3.11 3.68 -0.83 -0.02
C 4.48 3.87 -0.85 -0.10
C 5.17 4.00 0.36 -0.69
Cl 6.89 3.98 0.37 0.70
C 4.48 4.14 1.57 -0.10
C 3.10 3.99 1.59 -0.05
S 0.04 3.54 1.88 1.10
H -3.32 4.43 0.63 0.09
H -3.14 3.48 2.14 0.07
H -2.45 5.12 2.02 0.08
H -1.95 3.10 -1.12 0.11
H 0.60 2.63 -1.60 0.11
H 2.56 3.54 -1.76 0.11
H 5.04 3.88 -1.79 0.11
H 5.04 4.34 2.48 0.11
H 2.55 4.11 2.52 0.09
```

Calculated values
**Net charge**: 0
**Frontier orbital gap**: 7.262 eV
**Calculated total energy**: -2481.56285 a.u.
**Relative energy (zero: lowest compared OMol25 entry of this formula, charge and spin)**: 0.00 kcal per mole
**Highest occupied orbital energy**: -6.99 eV
**Structure (SMILES)**: COc1ccc([C@@H](B2OC(C)(C)C(C)(C)O2)c2cn(C)c3ccccc23)cc1.Cc1ccc(-c2ccc(Cl)cc2)s1


Here is a cluster of 6 separate species, C34H37BF40O13 in total in a non-equilibrium geometry from the OMol25 dataset. Energies are from ωB97M-V/def2-TZVPD.

Geometry as XYZ:
```
125
Properties=species:S:1:pos:R:3:lowdin_charge:R:1
C -1.65 -1.41 -5.64 -0.05
C -0.18 -2.08 -5.68 -0.22
O -0.13 -3.25 -4.82 -0.03
B -0.08 -4.47 -5.60 -0.41
O -1.34 -4.95 -6.12 0.12
C 1.26 -5.35 -5.88 -0.22
O 1.15 -6.27 -6.73 0.11
O 2.54 -5.14 -5.29 -0.03
C 2.54 -5.48 -3.88 -0.25
C 3.48 -4.37 -3.15 -0.06
C 3.28 -2.90 -3.74 -0.13
O 4.44 -2.67 -4.63 -0.07
C 4.22 -1.37 -5.17 -0.40
C 3.25 -1.06 -6.41 0.00
O 4.80 -0.38 -4.64 0.05
C 3.17 -6.92 -3.54 -0.08
O 2.20 -7.73 -2.78 -0.18
O 1.99 -7.19 -1.55 -0.06
H -1.54 -0.32 -5.32 0.08
H -2.27 -1.94 -4.84 0.08
H -2.15 -1.54 -6.66 0.08
H 0.55 -1.27 -5.30 0.10
H 0.14 -2.41 -6.73 0.13
H -1.48 -4.66 -7.04 0.12
H 1.53 -5.42 -3.37 0.16
H 4.58 -4.66 -3.32 0.14
H 3.24 -4.46 -2.04 0.12
H 3.25 -2.11 -2.91 0.11
H 2.35 -2.77 -4.39 0.12
H 2.72 -2.00 -6.77 0.08
H 3.85 -0.61 -7.28 0.10
H 2.43 -0.33 -6.09 0.09
H 3.47 -7.54 -4.43 0.15
H 4.06 -6.78 -2.82 0.13
H 2.77 -7.35 -0.96 0.12
F 1.03 1.76 -1.17 0.09
C 1.60 0.69 -1.75 -0.28
F 0.71 0.25 -2.68 0.09
C 1.93 -0.42 -0.75 -0.41
F 0.80 -0.90 -0.18 0.12
F 2.46 -1.46 -1.46 0.07
C 2.94 -0.05 0.35 -0.03
O 2.40 0.31 1.63 0.04
C 2.02 1.65 1.82 -0.49
F 2.44 2.40 0.79 0.15
F 2.73 2.08 2.90 0.12
C 0.53 1.81 2.11 -0.27
F -0.22 1.35 1.09 0.10
F 0.20 3.12 2.27 0.09
H 2.50 1.03 -2.28 0.18
H 3.50 -0.97 0.55 0.15
H 3.69 0.66 0.01 0.15
H 0.24 1.26 3.01 0.18
F 0.18 6.33 -0.94 0.10
C -0.07 5.01 -0.81 -0.30
F 0.95 4.37 -1.45 0.09
C -1.41 4.60 -1.42 -0.43
F -1.43 4.83 -2.75 0.13
F -1.54 3.25 -1.26 0.10
C -2.66 5.24 -0.78 -0.04
O -3.22 6.38 -1.45 0.03
C -2.68 7.65 -1.15 -0.51
F -1.84 7.54 -0.10 0.14
F -3.72 8.40 -0.71 0.14
C -2.04 8.32 -2.37 -0.28
F -1.03 7.58 -2.87 0.10
F -1.52 9.52 -2.04 0.10
H -0.01 4.74 0.25 0.16
H -3.45 4.49 -0.84 0.15
H -2.54 5.42 0.29 0.15
H -2.78 8.46 -3.16 0.18
F -3.30 -4.94 -1.64 0.10
C -2.11 -5.09 -1.02 -0.30
F -2.16 -6.29 -0.40 0.09
C -1.84 -3.98 0.00 -0.42
F -2.76 -4.00 0.99 0.12
F -0.64 -4.24 0.59 0.11
C -1.75 -2.55 -0.58 -0.04
O -2.92 -1.73 -0.47 0.02
C -3.89 -1.85 -1.49 -0.50
F -3.41 -2.60 -2.49 0.13
F -4.05 -0.60 -1.99 0.15
C -5.24 -2.36 -0.96 -0.28
F -5.12 -3.58 -0.39 0.10
F -6.14 -2.48 -1.96 0.10
H -1.32 -5.14 -1.77 0.17
H -1.01 -2.03 0.04 0.12
H -1.33 -2.52 -1.58 0.14
H -5.64 -1.68 -0.20 0.15
F 5.41 3.56 8.18 0.09
C 5.58 4.87 8.41 -0.30
F 5.06 5.11 9.64 0.09
C 4.90 5.75 7.37 -0.44
F 3.56 5.57 7.39 0.13
F 5.11 7.05 7.72 0.10
C 5.41 5.60 5.92 -0.04
O 4.64 4.76 5.05 0.03
C 4.91 3.37 5.06 -0.50
F 6.02 3.14 5.79 0.14
F 5.23 3.04 3.79 0.14
C 3.71 2.54 5.52 -0.29
F 3.33 2.87 6.78 0.10
F 4.02 1.22 5.55 0.10
H 6.66 5.08 8.46 0.17
H 5.32 6.59 5.46 0.15
H 6.47 5.36 5.87 0.14
H 2.86 2.69 4.86 0.15
F -3.49 -0.86 4.15 0.09
C -3.97 -1.28 2.97 -0.29
F -3.35 -0.54 2.02 0.09
C -5.49 -1.12 2.87 -0.41
F -5.84 0.19 2.94 0.13
F -5.87 -1.54 1.62 0.08
C -6.32 -1.92 3.88 -0.04
O -6.78 -1.22 5.04 0.03
C -5.90 -1.14 6.15 -0.51
F -4.84 -1.93 5.94 0.14
F -6.57 -1.68 7.19 0.15
C -5.52 0.30 6.48 -0.28
F -4.89 0.90 5.45 0.10
F -4.66 0.34 7.53 0.10
H -3.67 -2.32 2.82 0.17
H -7.24 -2.21 3.36 0.15
H -5.85 -2.88 4.14 0.15
H -6.40 0.90 6.73 0.18
```

Calculated values
**Net charge**: 0
**Frontier orbital gap**: 9.342 eV
**Calculated total energy**: -6315.23493 a.u.
**Highest occupied orbital energy**: -10.17 eV
**Structure (SMILES)**: CCOB(O)C(=O)O[C@H](CCOC(C)=O)COO.FC(F)C(F)(F)COC(F)(F)C(F)F.FC(F)C(F)(F)COC(F)(F)C(F)F.FC(F)C(F)(F)COC(F)(F)C(F)F.FC(F)C(F)(F)COC(F)(F)C(F)F.FC(F)C(F)(F)COC(F)(F)C(F)F